(1)
{"formula": "C4H8N3O", "method": "wB97M-V/def2-TZVPD", "elements": ["C", "N", "C", "O", "C", "C", "N", "N", "H", "H", "H", "H", "H", "H", "H", "H"], "xyz": [[0.553, 1.666, 0.124], [1.605, 1.115, -0.419], [2.203, -0.182, -0.009], [3.435, -0.290, 0.109], [1.173, -1.254, 0.097], [-0.181, -0.947, 0.006], [-0.995, 0.098, -0.122], [-2.426, -0.295, 0.065], [0.301, 1.544, 1.232], [-0.045, 2.328, -0.586], [2.015, 1.554, -1.322], [1.405, -2.268, 0.309], [-0.775, -1.926, 0.122], [-2.752, 0.463, 0.681], [-2.473, -1.279, 0.435], [-3.042, -0.328, -0.722]], "forces_ev_per_angstrom": [[-0.407, 0.437, -0.404], [0.108, 1.382, -1.229], [2.853, -2.385, 0.797], [-3.826, 0.730, -0.523], [-0.210, 3.614, -0.312], [-1.255, -3.474, 0.406], [-0.208, 0.154, -0.439], [1.649, -0.226, 1.206], [0.443, -0.009, -1.961], [1.110, -0.256, 1.641], [-1.136, -1.264, 1.774], [0.555, -0.374, 0.087], [0.850, 1.030, -0.152], [-0.379, -0.953, 0.172], [-0.087, 1.164, 0.422], [-0.060, 0.433, -1.484]], "smiles": "C=[NH+]/C([O-])=C\\C=N\\[NH3+]", "multiplicity": 1, "charge": 1, "fmax_ha_per_bohr": 0.0764, "e_lumo_ev": -4.5608, "de_lowest_kj_mol": 536.3}

***

(2)
{"formula": "C36H84O18", "method": "wB97M-V/def2-TZVPD", "elements": ["C", "O", "C", "C", "O", "C", "C", "O", "C", "H", "H", "H", "H", "H", "H", "H", "H", "H", "H", "H", "H", "H", "H", "C", "O", "C", "C", "O", "C", "C", "O", "C", "H", "H", "H", "H", "H", "H", "H", "H", "H", "H", "H", "H", "H", "H", "C", "O", "C", "C", "O", "C", "C", "O", "C", "H", "H", "H", "H", "H", "H", "H", "H", "H", "H", "H", "H", "H", "H", "C", "O", "C", "C", "O", "C", "C", "O", "C", "H", "H", "H", "H", "H", "H", "H", "H", "H", "H", "H", "H", "H", "H", "C", "O", "C", "C", "O", "C", "C", "O", "C", "H", "H", "H", "H", "H", "H", "H", "H", "H", "H", "H", "H", "H", "H", "C", "O", "C", "C", "O", "C", "C", "O", "C", "H", "H", "H", "H", "H", "H", "H", "H", "H", "H", "H", "H", "H", "H"], "xyz": [[-7.270, 0.958, -18.081], [-7.503, -0.396, -17.864], [-6.725, -0.993, -16.807], [-7.392, -2.374, -16.602], [-7.039, -3.372, -17.455], [-7.569, -3.290, -18.816], [-9.048, -3.458, -19.051], [-9.460, -4.798, -18.791], [-9.214, -5.764, -19.900], [-6.431, 1.356, -17.510], [-8.140, 1.555, -17.809], [-7.014, 1.100, -19.131], [-6.546, -0.378, -15.925], [-5.742, -1.295, -17.170], [-8.460, -2.195, -16.475], [-7.039, -2.623, -15.602], [-6.921, -3.976, -19.363], [-7.293, -2.366, -19.325], [-9.454, -3.127, -20.006], [-9.572, -2.884, -18.287], [-9.677, -6.733, -19.717], [-8.128, -5.856, -19.899], [-9.486, -5.320, -20.858], [-5.416, 12.166, -13.113], [-5.793, 10.836, -13.355], [-5.002, 10.150, -14.291], [-5.695, 8.803, -14.647], [-5.264, 7.720, -13.683], [-6.193, 6.653, -13.593], [-7.586, 6.967, -12.944], [-7.653, 7.425, -11.614], [-7.476, 6.299, -10.746], [-4.511, 12.388, -12.548], [-6.363, 12.431, -12.644], [-5.321, 12.763, -14.020], [-3.947, 10.044, -14.039], [-4.917, 10.853, -15.120], [-5.282, 8.588, -15.633], [-6.778, 8.910, -14.715], [-5.820, 5.866, -12.937], [-6.238, 6.073, -14.515], [-8.328, 6.194, -13.144], [-8.015, 7.835, -13.444], [-8.363, 5.667, -10.775], [-7.566, 6.826, -9.796], [-6.538, 5.744, -10.779], [-5.235, 1.403, -10.470], [-6.158, 1.622, -11.565], [-7.300, 2.326, -11.228], [-7.930, 2.568, -12.597], [-8.268, 1.297, -13.161], [-9.158, 1.552, -14.220], [-10.603, 1.635, -13.595], [-11.462, 2.718, -13.986], [-12.296, 2.367, -14.951], [-4.544, 0.651, -10.850], [-5.829, 1.116, -9.602], [-4.756, 2.367, -10.296], [-7.004, 3.290, -10.812], [-7.822, 1.746, -10.468], [-7.282, 3.021, -13.347], [-8.725, 3.251, -12.298], [-9.078, 0.631, -14.798], [-8.982, 2.444, -14.822], [-10.754, 1.773, -12.524], [-11.058, 0.655, -13.740], [-12.730, 1.383, -14.773], [-11.818, 2.299, -15.928], [-13.090, 3.099, -15.097], [-10.898, -7.708, -15.865], [-10.046, -6.863, -15.133], [-9.729, -5.621, -15.739], [-9.335, -4.728, -14.602], [-10.135, -3.495, -14.425], [-9.778, -2.437, -13.541], [-9.536, -2.919, -12.070], [-9.643, -1.675, -11.339], [-8.735, -1.555, -10.285], [-10.456, -8.148, -16.759], [-11.816, -7.150, -16.046], [-11.173, -8.556, -15.238], [-10.469, -5.201, -16.421], [-8.827, -5.719, -16.343], [-8.290, -4.432, -14.696], [-9.205, -5.135, -13.599], [-10.574, -1.712, -13.710], [-8.869, -1.943, -13.884], [-8.482, -3.199, -12.062], [-10.155, -3.791, -11.857], [-9.029, -2.341, -9.589], [-8.787, -0.593, -9.774], [-7.740, -1.757, -10.681], [-10.836, 9.724, -18.432], [-11.152, 8.787, -17.433], [-11.855, 7.692, -17.907], [-10.896, 6.599, -18.572], [-9.831, 6.392, -17.683], [-9.025, 5.248, -18.035], [-7.996, 5.080, -16.823], [-6.934, 4.260, -17.218], [-5.657, 4.553, -16.622], [-10.056, 10.402, -18.086], [-11.780, 10.237, -18.620], [-10.281, 9.303, -19.270], [-12.580, 8.055, -18.636], [-12.344, 7.312, -17.011], [-10.620, 7.143, -19.476], [-11.303, 5.641, -18.895], [-8.502, 5.396, -18.980], [-9.403, 4.230, -18.132], [-8.458, 4.821, -15.871], [-7.591, 6.085, -16.705], [-5.517, 5.611, -16.843], [-5.089, 3.912, -17.298], [-5.767, 4.094, -15.640], [-13.370, -2.026, -12.722], [-14.063, -3.151, -13.221], [-13.166, -4.177, -13.618], [-13.903, -5.552, -13.615], [-13.926, -6.100, -12.342], [-13.990, -7.482, -12.285], [-12.584, -8.128, -12.341], [-11.816, -7.884, -11.089], [-11.463, -6.583, -10.760], [-12.813, -2.408, -11.866], [-14.088, -1.423, -12.165], [-12.964, -1.389, -13.508], [-12.263, -4.464, -13.079], [-12.901, -3.750, -14.585], [-13.479, -6.227, -14.360], [-14.901, -5.407, -14.028], [-14.690, -7.892, -13.012], [-14.497, -7.490, -11.320], [-12.019, -7.866, -13.236], [-12.692, -9.213, -12.339], [-10.879, -6.834, -9.874], [-12.250, -5.884, -10.480], [-10.886, -5.971, -11.454]], "forces_ev_per_angstrom": [[0.364, 0.787, -0.275], [0.487, -0.439, 1.119], [-0.553, -1.588, -2.021], [-0.067, 2.446, 2.667], [-0.624, -0.869, -2.194], [1.474, 0.657, -0.673], [-0.243, -1.239, 1.429], [-0.858, -1.673, -1.217], [1.039, 2.062, 1.439], [0.127, -0.092, 0.178], [-0.152, 0.058, -0.121], [-0.169, 0.227, -0.139], [-0.693, 0.088, 0.141], [0.488, 0.472, -0.301], [-0.344, -0.238, -0.310], [0.032, -0.713, 0.130], [-0.452, -0.629, 0.091], [0.068, 0.613, 0.585], [0.591, 0.173, -0.317], [-0.077, 0.198, -0.010], [-0.197, 0.393, 0.220], [0.104, -0.544, -0.326], [-0.406, -0.103, -0.029], [-1.587, 0.105, -0.150], [1.049, -0.718, 0.388], [-0.822, -0.228, -0.167], [1.946, -0.167, 0.879], [-1.148, 1.530, -1.028], [-0.682, -0.604, 1.338], [-0.287, 2.124, -2.031], [1.341, -2.092, -0.223], [-1.058, 1.834, 1.424], [0.003, -0.601, 0.492], [0.585, 1.209, 0.612], [-0.077, -0.101, -0.532], [0.074, -0.555, 0.790], [-0.376, -0.399, -0.999], [-0.203, -0.623, -0.148], [0.142, 0.000, 0.222], [0.949, 0.295, 0.349], [-0.707, 0.510, -0.452], [0.230, -0.629, 0.156], [0.025, 0.008, -0.562], [0.107, -0.466, -0.406], [0.411, -0.547, 0.524], [0.040, 0.147, -0.432], [-1.346, 0.716, -1.583], [2.025, -1.235, 0.580], [1.506, 0.219, -1.335], [-0.187, -0.928, 1.683], [-0.099, 1.705, 0.224], [-1.782, -1.123, 1.111], [-0.466, 0.441, 0.426], [2.279, 0.231, 1.718], [-2.043, -0.596, -2.991], [0.040, 0.035, 0.507], [0.359, -0.363, 0.297], [0.414, -0.080, 0.380], [-0.210, 0.411, 0.305], [-0.940, 0.158, -0.223], [0.402, 0.529, 0.552], [-1.020, -0.119, -0.987], [-0.256, 0.301, -0.572], [0.440, 0.085, 0.000], [1.682, -0.292, 0.402], [-0.493, 0.028, -0.483], [-0.443, -0.184, 0.056], [0.301, -0.113, -0.432], [-0.127, 0.101, 0.330], [-0.281, 0.109, 0.482], [-0.279, -0.551, -0.046], [0.676, -0.169, 0.495], [1.125, 3.308, 2.000], [-0.409, -1.250, -1.132], [0.458, -1.472, -0.265], [0.644, 2.453, -1.840], [-1.149, -0.537, -0.731], [-0.113, -1.177, 0.196], [0.076, 0.371, -0.344], [-0.203, -0.137, -0.635], [0.151, 0.025, 0.239], [-0.467, -0.033, 0.345], [-0.027, -0.298, -0.295], [0.238, 0.503, -0.823], [-0.962, -1.195, -0.096], [-0.156, -0.106, 0.731], [0.334, 0.046, 0.003], [0.089, -0.456, 0.316], [-0.432, 0.376, 0.779], [0.528, -0.026, 0.663], [-0.165, 0.074, -0.419], [0.380, 0.202, 0.331], [0.563, 0.091, 0.500], [1.234, 0.355, 0.354], [0.219, -1.668, 0.115], [-0.827, 1.825, 0.485], [0.329, -1.697, -0.412], [1.715, -0.042, 1.966], [0.100, 1.745, -1.771], [-1.047, -0.552, -0.487], [-2.148, -1.460, -1.822], [-0.429, 0.316, 0.704], [0.275, 0.367, -0.897], [-0.777, -0.383, -0.589], [-0.375, -0.389, -0.234], [-0.206, -0.357, -0.233], [0.817, -0.289, -0.438], [-0.708, 0.131, 0.251], [0.347, 0.439, 0.081], [-1.570, 0.230, 0.002], [-0.316, -0.420, -0.048], [-0.016, 0.408, 0.336], [0.764, 0.104, 0.980], [1.044, 0.303, 0.583], [1.053, 0.858, 0.538], [-1.479, -0.338, 1.301], [-0.052, -0.377, 1.215], [-1.166, -1.063, -1.328], [-0.130, 1.560, -1.803], [0.375, 1.603, -0.455], [0.302, -0.024, 0.869], [-0.355, 0.018, 2.025], [-1.514, -0.883, -2.712], [0.481, 0.599, 1.316], [1.395, 0.472, -0.496], [-0.474, 0.255, -0.435], [0.776, -0.273, 0.164], [0.183, 1.239, 0.784], [0.727, -1.289, -0.574], [0.758, -0.150, 0.081], [-0.551, 0.158, 0.335], [0.088, -0.184, -0.374], [0.364, -1.603, 0.366], [0.082, 0.469, 0.097], [-0.039, -0.037, -0.036], [0.379, 0.943, 0.153], [-0.630, -0.445, 0.152], [0.459, -0.635, -0.634]], "multiplicity": 2, "charge": -1, "fmax_ha_per_bohr": 0.0783, "e_lumo_ev": [2.2003, 2.1829]}

***

(3)
{"formula": "C4H12", "method": "wB97M-V/def2-TZVPD", "elements": ["C", "C", "H", "H", "H", "H", "H", "H", "C", "C", "H", "H", "H", "H", "H", "H"], "xyz": [[-2.586, 0.761, 0.029], [-1.788, -0.270, 0.808], [-2.120, 1.033, -0.931], [-3.588, 0.417, -0.234], [-2.741, 1.708, 0.544], [-1.283, -0.932, 0.091], [-1.036, 0.169, 1.461], [-2.385, -0.917, 1.456], [2.434, 0.292, 0.076], [1.928, -0.762, -0.900], [1.668, 0.760, 0.683], [3.140, -0.129, 0.804], [3.002, 1.075, -0.430], [0.849, -0.909, -0.882], [2.400, -1.732, -0.761], [2.093, -0.446, -1.937]], "forces_ev_per_angstrom": [[-0.417, 0.527, -0.528], [0.253, -0.454, -0.218], [0.091, -0.193, 0.349], [0.046, -0.214, 0.053], [0.104, -0.051, 0.291], [-0.015, 0.069, 0.344], [0.145, 0.138, -0.159], [-0.214, 0.175, -0.122], [0.720, -0.037, 0.515], [-0.337, 0.123, -0.735], [-0.301, 0.100, -0.144], [-0.150, -0.074, -0.175], [-0.185, 0.057, -0.027], [-0.035, -0.044, 0.420], [0.018, 0.005, -0.011], [0.276, -0.128, 0.148]], "smiles": "CC.CC", "multiplicity": 1, "charge": 0, "fmax_ha_per_bohr": 0.0172, "e_lumo_ev": 1.1840, "de_lowest_kj_mol": 22.2}

***

Question: What is the formula in the third record?
Answer: C4H12